Record 1
Entry from the Open Molecules 2025 dataset: C2H3Cl3 as an isolated structure in a non-equilibrium geometry (ωB97M-V/def2-TZVPD).

XYZ file:
```
8
Properties=species:S:1:pos:R:3:forces:R:3
C 0.74398 0.09098 -0.33321 4.63 1.10 -1.08
C 0.36255 -0.47888 0.79785 4.40 -1.75 3.19
H 0.25843 0.95746 -0.77479 2.18 0.25 -0.19
H 0.87157 -1.34000 1.21284 -0.04 -0.14 -0.22
H -0.49734 -0.07440 1.34802 2.28 -0.45 2.23
Cl -1.23639 0.10418 -0.01500 -10.77 -0.19 -2.47
Cl -2.59418 1.21480 -0.96717 -2.66 1.52 -1.51
Cl 2.09139 -0.47415 -1.26853 -0.03 -0.33 0.05
```
Forces are in eV/Å.

Results
M in g/mol: 133.41
Lowest unoccupied orbital energy in eV: -0.24
Highest occupied orbital energy in hartree: -0.337
Energy in eV: -39682.9537
Frontier orbital gap in eV: 8.92
F_max in eV/A: 11.05

---

Record 2
Entry from the Open Molecules 2025 dataset: a 2-piece molecular cluster, C37H37N4 overall in a non-equilibrium geometry (ωB97M-V/def2-TZVPD).

XYZ file:
```
78
Properties=species:S:1:pos:R:3:forces:R:3
C -1.02269 2.91070 6.00756 0.25 -0.09 -0.21
C 0.07009 3.75710 5.77007 -0.10 -0.29 -0.30
C 0.53908 3.91980 4.46396 -0.32 -0.12 0.23
C -0.17295 3.37522 3.38557 0.02 -0.08 0.07
C 0.25120 3.71352 1.98972 0.47 -0.22 -1.01
N 0.09984 2.88843 1.00045 -0.48 0.55 1.07
C 0.29717 3.34185 -0.35909 -0.11 -0.25 -0.06
C 1.03291 4.65244 -0.59005 0.53 0.11 -0.72
C 1.23340 5.55276 0.61116 -0.14 0.35 0.34
N 0.84200 4.92763 1.85692 -0.07 0.28 0.63
C -1.28650 2.55482 3.62672 0.36 0.04 0.36
C -1.63897 2.23482 4.94428 0.17 0.34 -0.10
H -1.37728 2.76051 7.02615 0.14 -0.06 -0.22
H 0.59020 4.25789 6.58957 -0.24 -0.25 -0.20
H 1.46949 4.46356 4.28549 -0.33 -0.09 0.12
H 0.85502 2.54743 -0.87223 -0.19 0.12 -0.15
H -0.68074 3.40492 -0.86332 0.13 -0.21 0.27
H 2.01072 4.42495 -1.02082 -0.04 0.05 0.06
H 0.50082 5.21889 -1.35400 0.06 -0.02 -0.04
H 2.28523 5.85348 0.67455 -0.18 0.02 0.04
H 0.63315 6.46272 0.50173 0.16 -0.04 -0.03
H 0.88521 5.50907 2.68181 -0.16 -0.09 -0.27
H -1.87126 2.17270 2.79189 0.30 0.10 0.33
H -2.37917 1.45048 5.13671 0.05 0.59 -0.05
C 4.61606 -5.13484 -1.29507 -0.05 -0.09 -0.02
N 4.61268 -3.69577 -1.54294 -0.49 -0.04 1.26
C 5.08387 -3.26028 -2.80909 0.56 0.44 -0.96
C 4.56895 -3.87461 -3.96568 0.01 0.32 0.30
C 4.99689 -3.45956 -5.22418 0.35 0.04 0.11
C 5.99287 -2.48163 -5.33959 -0.07 0.07 0.24
C 6.51067 -1.87654 -4.18793 -0.17 -0.19 -0.06
C 6.05544 -2.25624 -2.92373 -0.22 -0.40 -0.16
C 3.73094 -2.89952 -0.82870 0.09 -0.29 -1.02
C 3.99024 -1.51783 -0.69472 -0.25 0.53 -0.09
C 2.98572 -0.65454 -0.33081 0.06 -0.22 -0.07
C 1.66445 -1.13164 -0.08973 -0.04 0.05 0.22
C 0.63720 -0.19140 0.13366 0.17 -0.98 -0.16
C -0.74031 -0.49242 0.23998 -1.06 -0.06 -0.45
C -1.52940 0.41261 0.99032 0.60 0.11 0.25
C -2.82576 0.14551 1.35461 -0.41 -0.51 -0.45
C -3.43700 -1.03380 0.88899 -0.07 0.66 -0.38
N -4.84059 -1.16966 0.99798 0.08 -0.80 1.17
C -5.35048 -2.49989 1.36668 0.14 0.24 -0.15
C -5.59075 -0.48922 -0.00622 -0.12 0.50 -0.70
C -6.03321 -1.19624 -1.13734 0.36 0.33 0.05
C -6.56391 -0.50469 -2.22202 -0.28 0.16 0.23
C -6.76432 0.87699 -2.14143 0.14 0.03 0.17
C -6.38951 1.57090 -0.98318 -0.01 -0.24 -0.10
C -5.79026 0.89644 0.08136 -0.08 -0.51 -0.19
C -2.68335 -1.95672 0.12986 0.19 -0.03 -0.39
C -1.40781 -1.63697 -0.30329 0.16 -0.36 0.85
C 1.47708 -2.54908 -0.03144 0.38 -0.18 -0.13
C 2.49795 -3.41922 -0.36163 -0.40 0.04 0.23
H 4.84581 -5.31455 -0.23798 -0.12 -0.03 -0.23
H 3.65902 -5.61305 -1.54687 0.25 -0.02 -0.02
H 5.40974 -5.57296 -1.90543 -0.20 0.02 0.16
H 3.81866 -4.66366 -3.86546 0.22 0.29 -0.07
H 4.56699 -3.91621 -6.11589 0.17 0.10 0.23
H 6.37246 -2.19516 -6.32362 -0.20 -0.07 0.35
H 7.28503 -1.11424 -4.26112 -0.18 -0.19 -0.06
H 6.46468 -1.81403 -2.01573 0.06 -0.14 -0.38
H 4.98000 -1.14677 -0.93359 -0.31 0.01 0.10
H 3.17311 0.41672 -0.25523 0.01 -0.24 -0.05
H 0.92842 0.84105 0.29243 -0.06 0.03 0.18
H -1.02488 1.33512 1.28226 -0.14 -0.25 -0.03
H -3.40374 0.83962 1.96370 0.11 -0.17 -0.25
H -6.34754 -2.35728 1.79596 0.17 -0.16 -0.13
H -5.41678 -3.18264 0.51058 -0.03 -0.07 0.22
H -4.70175 -2.94818 2.12456 -0.10 0.14 -0.11
H -5.90160 -2.27824 -1.19241 -0.01 0.39 -0.07
H -6.83183 -1.05675 -3.12321 -0.03 0.20 0.23
H -7.21832 1.41434 -2.97611 0.18 -0.17 0.26
H -6.55823 2.64359 -0.90352 0.01 -0.24 -0.08
H -5.48597 1.41045 0.99362 -0.09 -0.06 -0.32
H -3.16828 -2.88128 -0.19732 0.15 0.45 -0.13
H -0.90987 -2.26928 -1.04100 -0.19 0.18 0.26
H 0.50872 -2.95333 0.25672 0.40 0.09 0.04
H 2.31586 -4.49913 -0.37482 0.06 0.56 0.11
```
Forces are in eV/Å.

Results
M in g/mol: 537.73
Lowest unoccupied orbital energy in eV: -4.50
Charge: +1
Highest occupied orbital energy in hartree: -0.387
Energy in eV: -44922.2996
Frontier orbital gap in eV: 6.03
F_max in eV/A: 1.42